# 1
ORCA calculation (the ωB97M-V functional and the def2-TZVPD basis) on the molecule C4H8O.

Atoms and positions in Å:
1 C 1.064 -1.163 -0.775
2 C 1.054 0.241 -0.127
3 C -0.172 0.911 0.348
4 C -1.615 0.414 0.728
5 H 1.416 -1.219 -1.828
6 H 0.187 -1.686 -0.753
7 H 1.607 -1.855 -0.066
8 H 2.102 0.819 0.202
9 H 0.086 1.836 1.006
10 H -1.746 -0.046 -0.299
11 H -2.304 1.181 0.763
12 H -1.910 -0.385 1.712
13 O 0.232 0.952 -0.910

Properties
net charge: 0
Kohn-Sham gap: 10.88 eV
relative energy (zero: lowest compared OMol25 entry of this formula, charge and spin): 344.22 kJ/mol
LUMO energy: 1.142 eV
HOMO energy: -9.735 eV


# 2
ORCA calculation (the ωB97M-V functional and the def2-TZVPD basis) on a cluster of 2 separate species, C4H8O in total.

Atoms and positions in Å:
1 O 0.428 1.749 -0.113
2 C 0.400 1.491 1.217
3 C -0.368 0.603 1.847
4 C 0.071 -1.548 -0.808
5 C -0.101 -0.948 -1.983
6 H -0.100 1.075 -0.572
7 H -0.287 0.479 2.921
8 H 1.106 2.121 1.755
9 H -1.092 -0.013 1.319
10 H 1.024 -1.525 -0.286
11 H -0.737 -2.085 -0.316
12 H 0.713 -0.423 -2.478
13 H -1.056 -0.975 -2.503

Properties
net charge: 0
Kohn-Sham gap: 10.11 eV
relative energy (zero: lowest compared OMol25 entry of this formula, charge and spin): 164.77 kJ/mol
LUMO energy: 1.129 eV
HOMO energy: -8.986 eV


# 3
ORCA calculation (the ωB97M-V functional and the def2-TZVPD basis) on a structure of composition C4H8O2.

Atoms and positions in Å:
1 C 1.252 0.005 -0.476
2 C 0.057 -0.468 0.209
3 O 0.026 -0.521 1.573
4 C -0.835 -1.320 -0.655
5 O -1.230 -0.246 -1.489
6 C -0.353 0.572 -0.737
7 H 0.605 2.610 1.666
8 H 1.733 -0.474 -1.324
9 H 1.981 0.479 0.175
10 H -0.880 -0.327 1.857
11 H -1.741 -1.732 -0.198
12 H -0.411 -2.110 -1.282
13 H 0.264 1.926 1.681
14 H -0.469 1.606 -0.998

Properties
net charge: 0
Kohn-Sham gap: 9.45 eV
relative energy (zero: lowest compared OMol25 entry of this formula, charge and spin): 495.61 kJ/mol
LUMO energy: 0.913 eV
HOMO energy: -8.538 eV


# 4
ORCA calculation (the ωB97M-V functional and the def2-TZVPD basis) on a cluster of 2 separate species, C4H8O2 in total.

Atoms and positions in Å:
1 C 1.859 -0.179 -0.265
2 C 0.484 0.181 -0.769
3 O 0.184 1.350 -0.969
4 C -0.493 -0.943 -1.028
5 C -1.927 0.493 1.196
6 O -2.186 1.356 0.264
7 H 1.824 -1.028 0.425
8 H 2.482 -0.474 -1.119
9 H 2.318 0.687 0.215
10 H -1.107 -0.706 -1.901
11 H 0.009 -1.904 -1.157
12 H -0.804 0.478 1.335
13 H -1.189 -1.053 -0.180
14 H -1.387 1.728 -0.191

Properties
net charge: 0
Kohn-Sham gap: 9.32 eV
relative energy (zero: lowest compared OMol25 entry of this formula, charge and spin): 361.69 kJ/mol
LUMO energy: 0.753 eV
HOMO energy: -8.568 eV


# 5
ORCA calculation (the ωB97M-V functional and the def2-TZVPD basis) on the molecule C4H8O2.

Atoms and positions in Å:
1 C 1.045 -0.366 -1.134
2 C 0.269 -0.161 0.175
3 C -0.298 1.249 0.240
4 O -0.864 1.530 1.501
5 C -0.769 -1.285 0.395
6 O -0.505 -2.404 0.029
7 H 1.524 -1.346 -1.177
8 H 1.826 0.399 -1.229
9 H 0.388 -0.271 -2.006
10 H 0.972 -0.273 1.017
11 H 0.507 1.977 0.080
12 H -1.023 1.388 -0.580
13 H -1.304 0.723 1.790
14 H -1.769 -1.159 0.900

Properties
net charge: 0
Kohn-Sham gap: 10.76 eV
relative energy (zero: lowest compared OMol25 entry of this formula, charge and spin): 134.53 kJ/mol
LUMO energy: 0.717 eV
HOMO energy: -10.045 eV


# 6
ORCA calculation (the ωB97M-V functional and the def2-TZVPD basis) on the molecule C4H8O2.

Atoms and positions in Å:
1 C -1.737 0.088 0.296
2 C -0.269 -0.083 0.646
3 C 0.472 -1.084 -0.291
4 O 1.268 -0.271 -1.138
5 C 1.495 0.942 -0.468
6 O 0.418 1.155 0.419
7 H -2.302 -0.810 0.575
8 H -2.146 0.932 0.860
9 H -1.880 0.286 -0.775
10 H -0.150 -0.366 1.707
11 H 1.091 -1.815 0.255
12 H -0.230 -1.633 -0.931
13 H 2.463 0.923 0.070
14 H 1.507 1.736 -1.225

Properties
net charge: 0
Kohn-Sham gap: 10.84 eV
relative energy (zero: lowest compared OMol25 entry of this formula, charge and spin): 130.24 kJ/mol
LUMO energy: 1.048 eV
HOMO energy: -9.795 eV


# 7
ORCA calculation (the ωB97M-V functional and the def2-TZVPD basis) on the molecule C4H8O2.

Atoms and positions in Å:
1 C -1.861 -0.564 -0.385
2 C -0.507 -0.008 -0.808
3 O -0.102 1.071 0.045
4 C 1.290 1.067 0.407
5 C 1.542 -0.292 1.017
6 O 1.748 -1.264 0.326
7 H -2.713 0.048 -0.692
8 H -1.891 -0.674 0.705
9 H -1.984 -1.563 -0.822
10 H 0.216 -0.818 -0.712
11 H -0.483 0.303 -1.861
12 H 1.445 1.870 1.140
13 H 1.945 1.233 -0.460
14 H 1.354 -0.408 2.100

Properties
net charge: 0
Kohn-Sham gap: 10.35 eV
relative energy (zero: lowest compared OMol25 entry of this formula, charge and spin): 193.84 kJ/mol
LUMO energy: 0.708 eV
HOMO energy: -9.638 eV


# 8
ORCA calculation (the ωB97M-V functional and the def2-TZVPD basis) on a structure of composition C4H8O2.

Atoms and positions in Å:
1 C 1.513 -0.554 -1.005
2 C -0.400 -0.353 -0.445
3 C 0.601 0.696 -0.351
4 O -0.609 -1.162 0.442
5 C -1.734 0.411 1.629
6 O -2.893 0.193 1.388
7 H 1.942 -0.150 -1.905
8 H 2.181 -0.797 -0.187
9 H 1.093 -1.552 -1.300
10 H -0.826 -0.410 -1.461
11 H 0.945 0.968 0.661
12 H -1.125 1.090 1.002
13 H 0.499 1.605 -0.973
14 H -1.188 0.015 2.506

Properties
net charge: 0
Kohn-Sham gap: 10.11 eV
relative energy (zero: lowest compared OMol25 entry of this formula, charge and spin): 362.32 kJ/mol
LUMO energy: 0.820 eV
HOMO energy: -9.292 eV


# 9
ORCA calculation (the ωB97M-V functional and the def2-TZVPD basis) on the molecule C4H8O2.

Atoms and positions in Å:
1 C -0.770 -0.569 1.283
2 C 0.015 0.418 0.463
3 O 0.084 1.617 1.108
4 C -0.596 -0.281 -1.419
5 O 0.651 -0.924 -1.188
6 C 1.214 0.030 -0.351
7 H -1.585 -0.666 0.587
8 H -1.131 -0.188 2.244
9 H -0.275 -1.538 1.383
10 H 0.666 2.218 0.621
11 H -0.538 0.376 -2.307
12 H -1.316 -1.091 -1.697
13 H 1.486 0.954 -0.903
14 H 2.095 -0.355 0.174

Properties
net charge: 0
Kohn-Sham gap: 9.00 eV
relative energy (zero: lowest compared OMol25 entry of this formula, charge and spin): 412.06 kJ/mol
LUMO energy: 0.745 eV
HOMO energy: -8.256 eV


# 10
ORCA calculation (the ωB97M-V functional and the def2-TZVPD basis) on a cluster of 2 separate species, C4H8O2 in total.

Atoms and positions in Å:
1 C -2.159 -0.296 -0.600
2 O -1.878 -0.473 0.654
3 C -0.925 -1.178 1.184
4 C 1.021 0.349 -0.680
5 O 1.230 -0.669 -1.300
6 C 2.093 1.216 -0.084
7 H -3.011 0.339 -0.787
8 H -0.020 0.718 -0.549
9 H -1.609 -0.850 -1.353
10 H -0.922 -1.199 2.263
11 H -0.317 -1.808 0.546
12 H 3.075 0.749 -0.191
13 H 1.869 1.399 0.973
14 H 2.095 2.191 -0.589

Properties
net charge: 0
Kohn-Sham gap (alpha / beta): 8.24 / 8.32 eV
relative energy (zero: lowest compared OMol25 entry of this formula, charge and spin): 459.16 kJ/mol
LUMO energy (alpha / beta): 0.675 / 0.746 eV
HOMO energy (alpha / beta): -7.565 / -7.574 eV